Below is a structure of composition C46H41NOPPdTe, with properties calculated with wB97M-V/def2-TZVPD.

The LUMO energy (alpha / beta) is -2.32 / -4.14 eV. The net charge is +1. As for the expectation value of S²: 2.008. Its gap between HOMO and LUMO (alpha / beta) is 7.675 / 6.024 eV. Its spin multiplicity is 3.

Atoms and positions in Å:
Pd (-0.45, -0.31, 0.23)
C (-3.01, -0.40, 4.80)
C (-1.93, -0.86, 3.82)
C (-2.57, -1.32, 2.52)
C (-0.93, 0.28, 3.63)
C (-0.16, 0.61, 4.92)
O (1.23, 0.62, 4.51)
C (1.25, 0.21, 3.22)
N (0.14, -0.02, 2.66)
C (2.64, 0.09, 2.67)
C (3.67, 0.02, 3.62)
C (5.00, -0.01, 3.23)
C (5.33, 0.07, 1.89)
C (4.32, 0.13, 0.94)
C (2.97, 0.12, 1.31)
P (1.82, 0.13, -0.11)
C (2.36, 1.62, -1.00)
C (2.22, 2.84, -0.34)
C (2.66, 4.01, -0.93)
C (3.24, 3.97, -2.20)
C (3.38, 2.76, -2.86)
C (2.95, 1.58, -2.26)
C (2.27, -1.31, -1.12)
C (1.59, -1.45, -2.33)
C (1.79, -2.57, -3.13)
C (2.66, -3.57, -2.71)
C (3.33, -3.44, -1.50)
C (3.14, -2.31, -0.71)
H (-3.75, -1.18, 4.96)
H (-3.53, 0.49, 4.41)
H (-2.60, -0.14, 5.79)
H (-1.38, -1.70, 4.26)
H (-3.14, -0.51, 2.05)
H (-3.26, -2.14, 2.71)
H (-1.84, -1.69, 1.81)
H (-1.48, 1.15, 3.27)
H (-0.28, -0.16, 5.68)
H (-0.40, 1.58, 5.34)
H (3.42, 0.01, 4.66)
H (5.78, -0.07, 3.98)
H (6.37, 0.08, 1.57)
H (4.58, 0.19, -0.11)
H (1.78, 2.88, 0.65)
H (2.55, 4.96, -0.41)
H (3.58, 4.89, -2.66)
H (3.84, 2.73, -3.84)
H (3.08, 0.64, -2.78)
H (0.88, -0.70, -2.65)
H (1.24, -2.67, -4.06)
H (2.81, -4.45, -3.32)
H (4.01, -4.22, -1.17)
H (3.66, -2.24, 0.24)
Te (-1.65, 2.05, 0.15)
C (-0.94, 3.31, -1.36)
C (-0.99, 4.69, -1.14)
C (-0.58, 5.55, -2.16)
C (-0.14, 5.04, -3.37)
C (-0.09, 3.67, -3.58)
C (-0.49, 2.80, -2.57)
C (-3.58, 1.82, -0.65)
C (-3.75, 1.36, -1.95)
C (-5.03, 1.27, -2.47)
C (-6.13, 1.64, -1.71)
C (-5.95, 2.12, -0.41)
C (-4.67, 2.22, 0.12)
H (-1.34, 5.09, -0.20)
H (-0.62, 6.62, -2.00)
H (0.18, 5.72, -4.16)
H (0.27, 3.27, -4.52)
H (-0.43, 1.72, -2.72)
H (-2.90, 1.09, -2.55)
H (-5.18, 0.91, -3.49)
H (-7.13, 1.57, -2.12)
H (-6.80, 2.42, 0.18)
H (-4.53, 2.60, 1.12)
C (0.24, -5.73, 0.59)
C (0.63, -4.54, 1.26)
C (0.20, -3.32, 0.82)
C (-0.65, -3.21, -0.32)
C (-1.14, -1.96, -0.83)
C (-1.93, -1.92, -1.93)
C (-2.32, -3.12, -2.59)
C (-1.88, -4.32, -2.12)
C (-1.04, -4.40, -0.98)
C (-0.58, -5.65, -0.50)
H (0.58, -6.69, 0.95)
H (1.28, -4.60, 2.13)
H (0.50, -2.44, 1.36)
H (-2.27, -0.98, -2.33)
H (-2.96, -3.07, -3.46)
H (-2.17, -5.25, -2.62)
H (-0.89, -6.56, -1.02)

=====

Below is a structure of composition C46H42N2PS2Ta, with properties calculated with wB97M-V/def2-TZVPD.

The LUMO energy is -6.41 eV. The net charge is +2. Its gap between HOMO and LUMO is 6.542 eV.

Atoms and positions in Å:
Ta (-0.02, 0.21, 0.38)
S (0.51, 1.75, 7.47)
C (1.49, 3.11, 7.71)
C (1.88, 3.68, 6.53)
C (1.36, 2.98, 5.41)
C (0.59, 1.90, 5.77)
C (-0.10, 0.96, 4.87)
C (0.04, 1.11, 3.48)
N (-0.53, 0.31, 2.60)
C (-1.28, -0.72, 3.05)
C (-1.48, -0.96, 4.39)
C (-2.31, -2.08, 4.79)
C (-2.89, -2.87, 3.86)
C (-2.69, -2.62, 2.45)
C (-3.28, -3.39, 1.44)
C (-3.10, -3.09, 0.11)
C (-2.25, -2.02, -0.19)
N (-1.63, -1.29, 0.75)
C (-1.87, -1.57, 2.07)
C (-3.73, -3.85, -0.98)
C (-3.87, -3.48, -2.29)
C (-4.51, -4.48, -3.07)
C (-4.83, -5.58, -2.34)
S (-4.37, -5.41, -0.71)
C (-0.87, -0.10, 5.31)
H (1.73, 3.43, 8.71)
H (2.50, 4.56, 6.47)
H (1.55, 3.28, 4.39)
H (0.64, 1.92, 3.07)
H (-2.46, -2.27, 5.84)
H (-3.52, -3.70, 4.16)
H (-3.93, -4.21, 1.73)
H (-2.07, -1.75, -1.21)
H (-3.57, -2.52, -2.69)
H (-4.72, -4.39, -4.13)
H (-5.31, -6.49, -2.66)
H (-1.01, -0.28, 6.37)
C (0.11, -1.98, -2.74)
C (0.32, -1.01, -3.87)
C (0.38, -1.51, -5.17)
C (0.65, -0.68, -6.24)
C (0.88, 0.68, -6.04)
C (0.82, 1.19, -4.76)
C (0.53, 0.36, -3.67)
P (0.41, 1.16, -2.07)
C (1.71, 2.42, -2.05)
C (1.36, 3.76, -2.01)
C (2.33, 4.75, -1.98)
C (3.67, 4.38, -1.97)
C (4.02, 3.04, -2.03)
C (3.06, 2.03, -2.09)
C (3.51, 0.60, -2.28)
C (-1.18, 2.02, -2.00)
C (-2.07, 2.09, -3.06)
C (-3.34, 2.62, -2.86)
C (-3.71, 3.05, -1.59)
C (-2.81, 2.97, -0.53)
C (-1.53, 2.46, -0.72)
C (-0.53, 2.33, 0.42)
H (-0.66, -2.72, -2.97)
H (-0.19, -1.46, -1.82)
H (1.03, -2.52, -2.51)
H (0.21, -2.57, -5.33)
H (0.69, -1.09, -7.24)
H (1.10, 1.33, -6.87)
H (0.98, 2.25, -4.60)
H (0.31, 4.05, -2.01)
H (2.05, 5.79, -1.96)
H (4.44, 5.14, -1.94)
H (5.07, 2.76, -2.05)
H (4.55, 0.47, -1.99)
H (3.43, 0.32, -3.34)
H (2.90, -0.11, -1.72)
H (-1.78, 1.74, -4.04)
H (-4.04, 2.68, -3.68)
H (-4.70, 3.46, -1.42)
H (-3.10, 3.34, 0.45)
H (-0.99, 2.58, 1.38)
H (0.36, 2.95, 0.29)
C (4.01, -1.44, 1.08)
C (2.48, -1.49, 1.22)
C (2.12, -1.74, 2.70)
C (1.94, -2.63, 0.37)
C (1.85, -0.16, 0.78)
H (4.45, -2.39, 1.38)
H (4.43, -0.65, 1.72)
H (4.30, -1.23, 0.05)
H (2.73, -2.55, 3.09)
H (1.07, -2.02, 2.81)
H (2.31, -0.85, 3.31)
H (2.43, -3.58, 0.60)
H (2.10, -2.43, -0.69)
H (0.86, -2.79, 0.54)
H (2.53, 0.71, 0.82)

=====

In the order shown, the computed energy values come out to -2644.51343; -3081.87949 a.u..
In the order shown, the computed largest force on an atom values come out to 0.72; 1.02 eV/Å.
In the order shown, the computed energy relative to the best compared isomer or geometry (same formula, charge and spin) values come out to 7.9; 0.0 kcal/mol.